71
Properties=species:S:1:pos:R:3 method="wB97M-V/def2-TZVPD" total_energy_ha=-4444.036900 gap_ev=7.95 spin_multiplicity=1
Au -0.011 -0.146 -2.290
C 3.197 -0.256 -3.664
Si 2.291 0.200 -2.090
C 3.070 -0.765 -0.689
C 2.661 2.003 -1.767
C 3.975 2.446 -1.567
C 4.239 3.781 -1.308
C 3.190 4.697 -1.261
C 1.891 4.263 -1.470
C 1.615 2.911 -1.723
Si -0.131 2.287 -2.009
C -1.232 3.076 -0.721
C -0.689 2.877 -3.705
H 4.274 -0.223 -3.477
H 2.967 0.436 -4.475
H 2.946 -1.264 -4.001
H 4.154 -0.793 -0.836
H 2.706 -1.789 -0.632
H 2.849 -0.291 0.266
H 4.801 1.742 -1.607
H 5.258 4.111 -1.144
H 3.390 5.743 -1.067
H 1.086 4.991 -1.447
H -1.168 4.162 -0.829
H -0.917 2.800 0.284
H -2.284 2.797 -0.824
H -0.695 3.971 -3.761
H -1.696 2.528 -3.952
H -0.005 2.502 -4.468
N -2.226 -0.009 -1.543
C -3.146 -1.031 -1.917
C -4.401 -0.671 -2.392
C -5.330 -1.636 -2.742
C -4.991 -2.975 -2.621
C -3.726 -3.322 -2.175
C -2.774 -2.368 -1.806
C -1.411 -2.841 -1.421
C -1.325 -4.019 -0.673
C -0.136 -4.716 -0.563
C 0.977 -4.256 -1.251
C 0.912 -3.040 -1.918
C -0.254 -2.256 -1.972
H -2.645 0.908 -1.616
H -1.892 -0.150 -0.588
H -4.653 0.381 -2.470
H -6.309 -1.342 -3.095
H -5.700 -3.748 -2.890
H -3.444 -4.366 -2.141
H -2.213 -4.397 -0.178
H -0.090 -5.626 0.021
H 1.898 -4.827 -1.245
H 1.809 -2.684 -2.409
C -1.951 -1.012 3.590
N -0.717 -0.314 3.885
C 0.140 0.186 2.962
Se -0.022 0.210 1.137
N 1.177 0.722 3.654
C 0.991 0.574 5.022
C 1.749 0.948 6.118
C 1.241 0.634 7.370
C 0.023 -0.034 7.516
C -0.732 -0.409 6.414
C -0.223 -0.090 5.167
H -2.048 -1.086 2.510
H -2.800 -0.463 3.999
H -1.923 -2.012 4.022
H 1.952 1.157 3.184
H 2.694 1.461 6.002
H 1.802 0.912 8.252
H -0.340 -0.265 8.508
H -1.674 -0.929 6.527